# 1
C4H28NO12 | ωB97M-V/def2-TZVPD

XYZ file:
```
45
Properties=species:S:1:pos:R:3:forces:R:3
C 0.29544 1.09803 2.94801 -1.24 -1.08 -1.04
O 1.39828 0.26565 2.73790 0.91 -0.86 0.07
C -0.91261 0.81080 1.98354 0.62 -0.34 0.63
C -0.65529 0.19904 0.61111 1.98 0.07 -0.87
C -1.09483 -1.23771 0.36143 -2.46 -0.30 0.33
N -0.33855 -2.32219 0.60425 0.94 1.41 0.98
O -2.27209 -1.39207 0.00142 0.02 0.02 -0.20
H -0.15041 0.81572 3.90507 0.30 0.74 0.43
H 0.63689 2.12381 2.93261 -0.06 0.16 0.13
H -1.52595 0.09987 2.52113 -0.28 0.23 0.05
H -1.49991 1.71724 1.84448 -0.01 0.02 0.29
H -1.05891 0.84241 -0.16281 -0.69 -0.27 -0.18
H 0.39682 0.28463 0.34919 0.43 -0.12 0.32
H -0.71464 -3.23172 0.46194 -0.45 -0.28 -0.13
H 0.62357 -2.19002 0.96806 -0.22 -0.23 -0.88
H -3.54974 0.91927 1.33426 0.17 0.58 -0.92
H -3.90127 -0.52065 1.60915 0.20 -0.10 -0.26
O -3.63140 0.29700 2.03598 -0.99 -0.60 1.12
H 1.26996 1.12469 -3.99809 -0.09 -0.89 0.04
H 1.90417 0.93111 -2.44060 -0.32 0.31 -1.96
O 1.78333 1.51947 -3.30212 0.60 0.48 0.96
H 2.59631 -2.14567 -2.37094 0.15 -0.17 0.25
H 2.46651 -2.49370 -0.84294 -0.03 -0.26 -0.90
O 2.63371 -2.89827 -1.76301 -0.23 0.10 0.16
H 2.60651 0.95048 -0.70995 0.21 0.39 0.59
H 2.28625 -0.60570 -0.65436 0.48 0.74 0.13
O 2.51583 0.20850 -1.29839 -0.35 -0.92 0.23
H -0.01698 -0.94937 4.27660 -0.27 -0.78 0.57
H -1.22366 -1.64135 3.78502 -0.47 -0.32 -0.20
O -0.69595 -1.59615 4.58263 0.87 0.85 -0.37
H -1.23583 1.92825 -3.45617 0.01 0.43 0.63
H 0.15487 2.46518 -3.31772 -0.20 0.29 0.97
O -0.73426 2.57740 -2.91185 0.17 -0.23 -0.98
H -2.94296 0.71359 -3.24934 1.32 -0.34 -1.38
H -1.92803 -0.24116 -3.97196 0.12 -0.03 0.35
O -2.29952 0.64830 -4.01918 -1.56 0.02 1.02
H 0.85517 2.94796 -0.11014 -0.41 0.26 -0.27
H 0.27139 3.47821 1.27034 0.85 -0.70 -1.03
O 0.97268 2.92864 0.84099 -0.41 0.67 0.82
H 1.36017 -0.38376 2.00071 -0.18 0.70 0.10
H 2.90875 -1.77843 0.91298 -0.47 0.39 -0.43
O 2.09708 -1.58666 0.40340 0.97 -0.12 1.10
H 0.20703 -2.30495 -2.40449 -0.23 0.34 -0.30
H 0.27637 -0.97629 -1.75402 -0.46 0.02 -0.90
O -0.13433 -1.39944 -2.54414 0.79 -0.28 0.92
```
Forces are in eV/Å.

Multiplicity ... 1
Frontier orbital gap ... 9.254 eV
Total charge ... -1
E ... -1126.9090 hartree
Energy relative to the best compared isomer or geometry (same formula, charge and spin) ... 214.80 kJ/mol

***

# 2
C26H20BBrClCoIN8O4 | ωB97M-V/def2-TZVPD

XYZ file:
```
63
Properties=species:S:1:pos:R:3:forces:R:3
Co 0.19102 0.13455 0.14974 0.13 0.44 -0.28
C -1.38274 -3.44613 1.12604 -0.06 -0.02 -0.01
C -0.29712 -2.61933 0.86694 -0.04 0.03 0.02
N -0.75012 -1.40441 0.55532 0.28 -0.28 0.00
N -2.09053 -1.42252 0.57360 -0.04 0.07 0.02
C -2.49731 -2.64726 0.91983 0.03 0.00 0.02
B -2.82797 -0.13140 0.11530 -0.04 -0.12 0.05
N -2.23488 0.21464 -1.25697 0.00 -0.01 -0.12
C -2.79484 0.38415 -2.46144 0.04 0.02 -0.03
C -1.79597 0.64962 -3.38056 -0.04 0.00 0.02
C -0.61321 0.60982 -2.65010 0.07 0.03 0.01
N -0.89743 0.35474 -1.37326 -0.03 0.08 0.00
N -2.35023 0.97008 1.08054 -0.02 0.01 0.03
C -2.98968 1.81591 1.89186 0.07 0.11 0.00
C -2.05296 2.64393 2.49142 -0.06 -0.02 -0.05
C -0.83078 2.22258 1.98198 -0.04 0.06 -0.09
N -1.02974 1.21349 1.13133 -0.03 -0.15 0.24
H -1.36283 -4.48682 1.39625 0.00 0.00 0.00
H 0.76005 -2.82502 0.89684 -0.01 0.00 -0.01
H -3.54864 -2.87576 0.97049 0.00 0.01 0.01
H -4.01307 -0.24920 0.09506 0.04 -0.04 0.03
H -3.86232 0.30370 -2.58176 0.00 0.00 0.00
H -1.90668 0.83293 -4.43372 -0.01 -0.01 -0.01
H 0.41000 0.73661 -2.96112 -0.01 -0.01 0.00
H -4.06327 1.78741 1.97415 0.00 -0.01 0.01
H -2.23285 3.44356 3.18714 0.00 0.00 0.00
H 0.15954 2.60317 2.17023 0.01 -0.02 0.00
O 5.96584 -0.92605 2.11491 0.04 -0.04 -0.03
C 5.21596 0.15576 1.87528 -0.04 0.00 0.02
O 5.68791 1.21014 1.58902 0.00 0.00 0.01
C 3.72916 -0.00908 2.04176 0.07 -0.05 -0.01
C 3.00287 0.12684 3.20818 0.02 -0.19 0.01
Cl 3.60138 0.19901 4.78915 0.00 0.06 0.01
N 1.67978 0.08899 2.91740 0.03 -0.08 -0.07
N 1.53418 -0.10123 1.58296 -0.05 0.40 0.07
C 2.75728 -0.15175 1.06126 -0.16 -0.01 0.00
C 2.82096 -0.31336 -0.42567 0.18 -0.07 0.02
O 3.84127 -0.61170 -0.97791 0.01 0.05 -0.07
O 1.64976 -0.10189 -0.99492 -0.33 -0.24 0.26
C 0.58120 0.21822 3.83289 0.00 0.04 -0.07
C -0.46909 -0.68265 3.78674 0.05 -0.10 0.08
C -1.53714 -0.51111 4.65342 0.00 0.03 0.03
C -1.53995 0.53800 5.56365 -0.01 -0.04 -0.02
C -0.47467 1.42516 5.60279 0.05 0.01 -0.01
C 0.59069 1.27653 4.72773 -0.13 0.10 0.02
H 5.42372 -1.71125 2.26087 -0.01 0.02 0.00
H -0.44514 -1.52379 3.10941 0.01 0.02 -0.03
H -2.35692 -1.21677 4.62752 -0.01 0.02 0.01
H -2.37019 0.66102 6.24603 0.00 -0.01 0.00
H -0.47286 2.24732 6.30559 -0.01 -0.01 0.01
H 1.39656 1.99882 4.72583 0.03 -0.06 0.00
Br -2.78935 -3.93558 -2.21305 0.02 0.00 -0.01
C -2.44584 -3.07630 -3.86076 -0.01 0.02 0.02
C -3.51997 -2.88767 -4.72146 0.00 0.02 0.00
C -3.32822 -2.26170 -5.94128 -0.01 0.00 0.00
C -2.06168 -1.82578 -6.30272 0.02 0.01 0.00
C -0.99402 -2.01284 -5.44113 0.00 -0.04 -0.02
C -1.17655 -2.63962 -4.21097 0.10 0.03 -0.10
I 0.51029 -2.84827 -3.00368 -0.08 -0.08 0.00
H -4.49935 -3.24187 -4.43150 0.00 0.00 0.00
H -4.16672 -2.12649 -6.61103 0.00 0.00 0.00
H -1.89932 -1.34604 -7.25884 0.00 0.00 0.01
H -0.00374 -1.68157 -5.72418 -0.01 0.00 0.00
```
Forces are in eV/Å.

Multiplicity ... 1
Frontier orbital gap ... 6.429 eV
Total charge ... +1
E ... -6481.2277 hartree
Energy relative to the best compared isomer or geometry (same formula, charge and spin) ... 67.42 kJ/mol

***

# 3
C3H4N2O | ωB97M-V/def2-TZVPD

XYZ file:
```
10
Properties=species:S:1:pos:R:3:forces:R:3
O 1.16235 1.84949 0.21657 -0.83 1.99 0.64
C 1.08456 0.68505 0.11397 2.27 -1.52 -0.41
C 1.84962 -0.57488 -0.06459 2.93 -1.49 1.28
N 0.42433 -0.39778 -0.28096 1.04 1.49 -2.68
H 2.30221 -1.28269 0.77208 -1.45 1.83 -1.32
H 2.45570 -0.70655 -0.96257 -0.30 0.02 -0.03
H -0.16743 -0.88831 0.23930 -3.56 -2.33 2.44
C -2.98917 0.50062 -0.05233 0.17 -1.42 0.84
N -2.40432 -0.37363 0.42067 -0.38 1.03 -0.54
H -3.71784 1.18868 -0.40214 0.11 0.39 -0.24
```
Forces are in eV/Å.

Multiplicity ... 1
Frontier orbital gap ... 10.212 eV
SMILES ... O=C1CN1.C#N
E ... -301.3573 hartree
Energy relative to the best compared isomer or geometry (same formula, charge and spin) ... 341.14 kJ/mol

***

# 4
C8H17N2O2 | ωB97M-V/def2-TZVPD

XYZ file:
```
29
Properties=species:S:1:pos:R:3:forces:R:3
C 2.75857 -1.79781 -0.87329 1.54 -3.05 -0.23
C 1.73945 -2.05027 0.18728 -0.10 1.12 -0.65
O 0.37981 -1.66563 -0.12989 -0.40 0.00 -1.04
C -0.01737 -0.48376 0.30997 2.76 1.42 2.62
C -1.18602 0.10453 0.48888 1.24 2.32 1.35
O -2.39835 -0.01595 0.02057 -1.47 -0.70 0.42
C -2.47993 -0.69804 -1.21829 2.03 1.30 -1.59
C -1.56752 0.02172 -2.27411 -3.34 2.42 2.06
C -0.74165 1.34774 1.28542 1.16 -1.54 -1.27
N -1.02749 2.65373 0.55298 -0.25 1.89 0.58
C 0.79243 0.89898 1.31200 -3.25 -1.67 -2.56
N 1.19903 0.63916 2.66556 2.95 1.05 -2.47
H 2.56511 -2.31334 -1.80810 -0.65 0.17 -0.23
H 3.03163 -0.83560 -1.04596 0.12 3.18 -0.61
H 3.78541 -2.24270 -0.66818 -1.31 0.14 0.64
H 1.90016 -1.49619 1.06589 0.95 0.39 1.28
H 1.72480 -3.07036 0.39374 -0.37 -1.72 0.50
H -2.12432 -1.73309 -1.28323 -0.61 -0.04 0.91
H -3.47017 -0.51650 -1.48759 -1.69 -0.52 -0.54
H -1.64003 1.16216 -2.13798 -0.09 -1.37 -0.08
H -0.59967 -0.22374 -2.03591 2.37 -0.91 -0.81
H -2.09748 -0.15426 -3.17518 0.71 -0.57 -1.43
H -1.11291 1.55739 2.27768 -0.33 -0.27 0.29
H -2.02831 2.91260 0.75836 1.34 0.26 0.23
H -1.03153 2.69091 -0.45425 0.32 -1.06 -0.83
H -0.30446 3.40207 0.78610 -1.52 -0.86 0.30
H 1.33614 1.53413 0.48326 -0.06 -1.25 2.45
H 2.07422 0.10101 2.71930 -0.62 0.55 0.09
H 0.54044 0.27113 3.28496 -1.43 -0.67 0.62
```
Forces are in eV/Å.

Multiplicity ... 1
Frontier orbital gap ... 8.347 eV
SMILES ... CCOC1=C(OCC)[C@H]([NH3+])[C@H]1N
Total charge ... +1
E ... -574.6097 hartree
Energy relative to the best compared isomer or geometry (same formula, charge and spin) ... 428.70 kJ/mol

***

# 5
C27H46Cl2N3O4S | ωB97M-V/def2-TZVPD

XYZ file:
```
83
Properties=species:S:1:pos:R:3:forces:R:3
C 5.75428 -3.57106 -0.30346 -0.97 -0.21 -0.47
C 4.84221 -2.78694 -0.35106 -0.16 0.08 0.40
C 3.74312 -1.80126 -0.51637 2.12 -0.12 -1.21
C 3.09824 -2.12717 -1.87649 -1.04 0.35 0.23
C 1.65710 -1.56180 -2.07277 0.94 -0.18 -0.23
C 1.01581 -0.77446 -0.87828 1.32 -1.40 -1.03
N 1.67338 0.51337 -0.65984 0.60 0.35 -0.37
C 2.60619 1.03357 -1.67853 -0.24 0.36 -0.77
C 0.92640 1.61277 -0.12673 -0.75 2.22 0.49
C 0.68401 2.94907 -0.88629 1.01 -0.99 -1.01
O 0.55518 1.67681 1.01449 -0.02 -1.31 0.47
N -0.38937 -0.58079 -1.23058 -0.54 -0.22 0.30
C -1.37744 -1.63477 -1.17923 -2.33 -0.06 0.59
C -2.79769 -1.15738 -0.81101 0.58 0.62 -1.02
O -1.28007 -2.77429 -1.53672 1.37 -0.20 0.13
C -0.67119 0.05885 -2.52323 -0.55 0.07 -1.83
C -0.81095 -0.74123 -3.85760 0.11 -0.05 1.25
O -0.97624 1.20811 -2.61263 0.43 0.51 0.98
C 1.30550 -1.67752 0.40542 -1.03 -1.26 1.50
C 0.97424 -3.16347 0.22904 0.19 -0.21 -0.98
C 0.36309 -3.96264 1.09415 0.06 -0.15 0.85
C 0.69097 -1.18470 1.74102 -0.10 0.89 0.61
C -0.78833 -0.77876 1.87185 -0.57 0.12 0.49
C -1.79114 -1.91120 2.18233 -0.37 0.37 0.15
C -3.19515 -1.35049 2.51674 0.71 0.45 0.16
C -3.28709 -0.66812 3.90777 -1.58 0.69 -0.62
C -4.37346 0.45616 3.77598 0.26 -0.64 -0.97
C -3.81546 1.77058 3.16520 -0.38 0.00 0.59
C -4.39003 2.96284 3.95849 0.41 -0.65 -0.59
O -4.16742 4.18904 3.27521 0.17 -0.10 0.94
C -3.14486 4.93220 3.93861 -0.42 0.40 -0.64
N 2.83361 -1.62868 0.69128 0.41 -0.94 -0.76
S 3.35836 -2.70699 2.00342 0.23 0.38 1.71
H 6.30065 -4.48488 -0.39821 0.43 0.33 0.19
H 4.30042 -0.86485 -0.64242 -0.58 0.16 0.32
H 3.09328 -3.20993 -2.03293 0.02 0.20 0.09
H 3.74670 -1.68937 -2.64157 0.07 -0.23 0.24
H 1.02291 -2.42128 -2.30113 -0.18 0.35 0.29
H 1.67994 -0.97563 -2.99790 -0.23 0.21 0.37
H 3.11620 1.90394 -1.25252 -0.27 -0.03 -0.19
H 2.05810 1.31898 -2.59193 0.55 0.04 0.56
H 3.42131 0.38401 -2.00876 -0.38 -0.31 0.41
H 0.73371 2.85749 -1.97431 -0.07 0.08 0.21
H 1.50192 3.61971 -0.59296 -0.32 0.02 0.10
H -0.28609 3.35503 -0.61022 0.18 -0.16 0.23
H -3.30927 -1.88114 -0.18003 0.21 0.14 0.06
H -3.34375 -1.15022 -1.76902 0.07 -0.04 0.21
H -2.81830 -0.12903 -0.44289 -0.04 -0.31 0.24
H -1.86656 -0.62659 -4.12710 0.20 -0.16 -0.06
H -0.55300 -1.79580 -3.75421 -0.03 0.18 -0.28
H -0.21809 -0.21243 -4.60726 0.00 -0.20 0.09
H 1.29526 -3.69991 -0.66804 -0.79 0.80 -0.46
H -0.20565 -4.82837 0.75698 0.86 -0.32 -0.02
H 0.44466 -3.83702 2.17306 -0.97 0.52 -0.19
H 1.27252 -0.31453 2.08996 -0.17 -0.06 -0.45
H 0.83087 -1.89738 2.56130 0.25 -0.23 -0.55
H -0.81698 -0.15991 2.78258 0.21 -0.05 -0.26
H -1.15647 -0.08343 1.11351 0.22 -0.38 -0.13
H -1.90745 -2.63646 1.36840 0.33 -0.01 0.23
H -1.43088 -2.40519 3.09913 -0.03 -0.30 -0.41
H -3.46272 -0.56907 1.79171 0.19 -0.24 -0.05
H -3.95155 -2.13600 2.39432 0.11 0.13 0.28
H -2.35775 -0.16022 4.18412 0.02 -0.52 0.24
H -3.66797 -1.35836 4.66683 0.66 -0.08 0.01
H -4.94812 0.60196 4.69754 0.39 0.21 0.00
H -5.09075 0.05789 3.04065 -0.16 0.12 0.43
H -4.10386 1.90076 2.11443 0.01 -0.12 0.21
H -2.71583 1.75307 3.19589 -0.19 0.21 0.04
H -3.91416 2.96220 4.94995 -0.21 0.14 -0.08
H -5.46402 2.78004 4.10133 0.12 0.33 -0.13
H -2.17009 4.44163 3.80674 -0.10 0.13 0.25
H -3.39987 5.08379 4.99529 0.22 -0.15 -0.10
H -3.12763 5.91933 3.46416 0.16 -0.21 0.04
H 3.04278 -0.70305 1.08480 -0.24 0.00 -0.12
H 3.14317 -3.97541 1.59071 -0.23 0.55 -0.74
Cl 1.52975 2.20947 -4.64718 -0.22 0.14 -0.38
C 2.63988 3.05382 -5.76097 0.14 0.06 -0.25
C 4.05979 3.04437 -5.25369 0.06 -0.01 -0.07
Cl 4.25574 4.04379 -3.79084 -0.03 -0.07 0.07
H 2.26883 4.06638 -5.89989 -0.02 -0.02 0.13
H 2.58678 2.53688 -6.71800 0.01 -0.06 0.05
H 4.72403 3.45565 -6.01209 -0.06 0.04 -0.01
H 4.39183 2.03563 -5.01750 -0.04 0.02 0.03
```
Forces are in eV/Å.

Multiplicity ... 1
Frontier orbital gap ... 8.022 eV
Total charge ... +1
E ... -2839.7265 hartree

***

# 6
C12H14O2 | ωB97M-V/def2-TZVPD

XYZ file:
```
28
Properties=species:S:1:pos:R:3:forces:R:3
C 0.70214 0.99500 -2.01415 -0.04 0.57 -1.08
C 0.27625 1.15061 -0.59095 -0.54 1.14 -1.16
O 0.73334 2.01994 0.10121 0.24 0.87 0.83
C -0.92709 0.38829 -0.21624 -1.14 0.26 0.91
C -1.27160 -0.81262 -0.84616 0.97 0.84 -1.96
C -2.49814 -1.39419 -0.63698 -0.16 2.31 1.30
C -3.39628 -0.72154 0.24106 -0.71 -3.53 -0.12
C -3.01088 0.38428 0.91881 -1.61 1.59 0.62
C -1.81809 0.98188 0.69538 2.13 0.27 -0.67
H 1.78386 0.91518 -2.08522 -0.15 0.02 -0.28
H 0.17574 0.17812 -2.43387 0.34 -1.22 -0.49
H 0.29919 1.75902 -2.72644 0.58 0.26 1.16
H -0.51669 -1.14209 -1.63899 -1.83 -0.11 1.42
H -2.76804 -2.18200 -1.25384 -0.73 -1.65 -0.63
H -4.33521 -1.26933 0.54836 0.83 0.99 -0.77
H -3.71501 1.00377 1.47512 -0.12 -0.72 0.33
H -1.57758 1.91680 1.21139 0.14 -0.33 -0.42
C 3.74326 0.27641 -0.32229 -0.32 0.33 -0.46
C 2.63795 -0.23253 0.17173 1.07 -0.28 -0.54
C 1.50117 -0.69325 0.63826 0.75 -0.57 0.88
C 1.14916 -0.25546 2.06486 -0.22 -0.14 -0.33
O 0.84929 -1.71356 -0.04167 -1.14 -1.81 3.54
H 4.76310 0.15883 0.08059 -0.69 -0.46 -0.18
H 3.69160 0.90269 -1.23722 -0.01 -0.01 0.82
H 1.69498 0.69942 2.18131 -0.67 -0.37 0.26
H 0.06225 -0.18132 2.32397 0.89 0.14 -0.47
H 1.61236 -0.98671 2.74973 -0.20 0.21 -0.19
H 0.15897 -2.14565 0.64223 2.35 1.40 -2.34
```
Forces are in eV/Å.

Multiplicity ... 1
Frontier orbital gap ... 8.713 eV
SMILES ... CC(=O)c1ccccc1.C=C=C(C)O
E ... -615.9958 hartree
Energy relative to the best compared isomer or geometry (same formula, charge and spin) ... 197.74 kJ/mol

***

LUMO
In order: 2.725, -4.692, 0.972, -3.363, -3.072, 0.311
Unit: eV